(1)
{
  "formula": "C17H15BN10O4Y",
  "method": "wB97M-V/def2-TZVPD",
  "total_charge": 2,
  "homo_lumo_gap_ev": [8.171, 3.995],
  "max_force_ha_per_bohr": 0.03531,
  "s_squared": 0.763,
  "homo_ev": [-14.60, -14.60],
  "multiplicity": 2,
  "de_lowest_ev": 0.614,
  "total_energy_ha": -1568.16924,
  "species": ["Y", "O", "O", "O", "O", "N", "N", "N", "N", "N", "N", "N", "N", "N", "N", "C", "C", "C", "C", "C", "C", "C", "C", "C", "C", "C", "C", "C", "C", "C", "C", "C", "B", "H", "H", "H", "H", "H", "H", "H", "H", "H", "H", "H", "H", "H", "H", "H"],
  "coordinates": [[-0.9256, 0.9323, -0.1897], [-3.6114, 3.8226, -1.4142], [-2.4096, 2.3049, -0.2744], [-3.7381, 4.8156, -3.8624], [-2.5908, 4.4159, -5.7245], [1.6932, -2.2944, 2.2132], [-0.9419, 1.7239, -2.4426], [0.1423, -1.9900, 0.0993], [-0.2268, -0.7232, 2.2902], [-0.3897, 1.6511, -3.6637], [1.2651, 0.9011, 0.1208], [1.7813, -0.1784, 0.7860], [2.5148, -1.6442, 3.2042], [-1.0704, 0.2640, 1.8853], [-0.7592, -1.2476, -0.6127], [-0.6132, -3.2741, -1.5595], [3.1230, -0.0614, 0.8181], [-1.2119, -2.0212, -1.6020], [-2.8013, 4.1991, -4.5674], [-0.9663, 2.4933, -4.5324], [-0.5024, -1.0218, 3.5787], [-1.5325, -0.2241, 4.0214], [-1.9114, 2.6616, -2.5640], [3.4975, 1.1029, 0.1823], [-2.7423, 2.9962, -1.3503], [-1.9588, 3.1696, -3.8632], [-1.8571, 0.5646, 2.9245], [2.3007, 1.6677, -0.2363], [0.2400, -3.2050, -0.4821], [1.7458, -3.5724, 2.3501], [2.6733, -3.8638, 3.4412], [3.0956, -2.5913, 3.8924], [0.8438, -1.3143, 1.3275], [2.9279, -4.8403, 3.8350], [0.3702, 1.0181, -3.8463], [-0.6592, 2.5793, -5.5636], [0.0412, -1.7770, 4.1237], [-2.6156, 1.3277, 2.8313], [0.9279, -3.9612, -0.1460], [1.1566, -4.2699, 1.7744], [-1.9483, -1.6454, -2.2960], [-0.7712, -4.1114, -2.2198], [3.7725, -2.3487, 4.7000], [-3.7603, 4.5108, -2.9462], [2.1385, 2.5907, -0.7721], [-1.9843, -0.2160, 4.9998], [3.7522, -0.7991, 1.2890], [4.4960, 1.4834, 0.0427]],
  "lowdin_spin": [0.000, 0.000, 0.000, 0.000, 0.000, 0.104, 0.000, 0.000, 0.005, 0.000, 0.000, 0.002, 0.233, 0.001, 0.000, 0.000, 0.005, 0.000, 0.000, 0.000, 0.002, 0.000, 0.000, 0.001, 0.000, 0.000, 0.001, 0.000, 0.000, 0.167, 0.431, 0.023, 0.004, 0.017, 0.000, 0.000, 0.001, 0.000, 0.000, 0.004, 0.000, 0.000, -0.004, 0.000, 0.000, 0.000, 0.002, 0.000]
}

---

(2)
{
  "formula": "C2H8N2S2",
  "method": "wB97M-V/def2-TZVPD",
  "total_charge": 1,
  "homo_lumo_gap_ev": [8.082, 5.003],
  "max_force_ha_per_bohr": 0.01884,
  "s_squared": 0.755,
  "homo_ev": [-12.58, -12.53],
  "multiplicity": 2,
  "de_lowest_ev": 0.086,
  "total_energy_ha": -986.54410,
  "species": ["S", "S", "N", "N", "C", "C", "H", "H", "H", "H", "H", "H", "H", "H"],
  "coordinates": [[1.7920, -1.8088, -1.2672], [1.7394, -0.1688, 0.0407], [-2.7899, -0.6967, 0.5546], [-1.1652, 0.4754, 1.7632], [-1.5509, -0.4342, 0.9322], [1.2229, 1.1108, -1.1673], [-1.7702, 0.9423, 2.4291], [1.8771, 1.9594, -1.1524], [3.0244, -2.2256, -0.9422], [1.2475, 0.6833, -2.1666], [-0.7471, -1.0863, 0.5901], [-2.9002, -0.6593, -0.4651], [0.1733, 1.3434, -0.9870], [-0.1530, 0.5650, 1.8379]],
  "lowdin_spin": [0.002, 0.031, 0.758, 0.044, 0.113, 0.002, 0.002, 0.000, 0.000, 0.000, 0.024, 0.024, 0.000, 0.001]
}

---

(3)
{
  "formula": "C29H30FeN5O4S",
  "method": "wB97M-V/def2-TZVPD",
  "total_charge": 0,
  "homo_lumo_gap_ev": [5.858, 6.713],
  "max_force_ha_per_bohr": 0.05009,
  "s_squared": 8.797,
  "homo_ev": [-7.09, -7.96],
  "multiplicity": 6,
  "de_lowest_ev": 2.311,
  "total_energy_ha": -3359.55763,
  "species": ["Fe", "S", "O", "O", "O", "O", "N", "N", "N", "N", "N", "C", "C", "C", "C", "C", "C", "C", "C", "C", "C", "C", "C", "C", "C", "C", "C", "C", "C", "C", "C", "C", "C", "C", "C", "C", "C", "C", "C", "C", "H", "H", "H", "H", "H", "H", "H", "H", "H", "H", "H", "H", "H", "H", "H", "H", "H", "H", "H", "H", "H", "H", "H", "H", "H", "H", "H", "H", "H", "H"],
  "coordinates": [[-14.6992, -7.9425, 14.1551], [-18.6717, -7.4028, 13.8457], [-15.2967, -9.4014, 13.0536], [-20.1064, -7.5880, 13.8816], [-18.3865, -6.3002, 14.9312], [-16.2640, -11.2842, 12.3381], [-13.0693, -6.3061, 14.7609], [-14.2825, -9.3020, 16.0237], [-11.2907, -7.2678, 13.5084], [-17.6861, -8.4995, 14.0475], [-12.0247, -8.1984, 13.2457], [-11.5351, -9.1468, 12.3427], [-13.1656, -8.8906, 16.9023], [-16.9939, -6.8368, 11.7439], [-12.0997, -10.7271, 10.6409], [-18.2726, -6.6427, 12.2689], [-16.0450, -7.0936, 15.5143], [-17.0863, -4.7220, 8.5783], [-12.4912, -9.8235, 11.6014], [-15.5462, -9.1510, 16.7914], [-10.1765, -9.4626, 12.2071], [-14.0370, -10.6935, 15.7139], [-18.8185, -5.3051, 10.3744], [-19.1951, -5.8796, 11.5735], [-16.9390, -5.8978, 15.3073], [-17.5203, -5.4354, 9.8549], [-16.6036, -6.2080, 10.5624], [-9.7862, -10.3888, 11.2427], [-16.9496, -5.7125, 17.7636], [-17.7160, -9.5966, 13.0518], [-10.8276, -5.5321, 15.0663], [-15.9983, -7.6932, 16.7652], [-17.1009, -5.1231, 16.5428], [-11.7766, -6.3645, 14.4378], [-12.5814, -4.7077, 16.4868], [-16.3609, -10.1716, 12.7960], [-11.2706, -4.6874, 16.1018], [-16.5103, -7.0457, 17.8850], [-10.7588, -10.9855, 10.4418], [-13.4560, -5.4719, 15.7558], [-15.6227, -6.3865, 10.1554], [-13.5190, -9.6309, 11.8331], [-14.5317, -5.4739, 15.9133], [-17.1353, -5.1414, 18.6747], [-9.8311, -5.6273, 14.7174], [-17.4582, -4.1059, 16.5156], [-16.2858, -9.7471, 16.2586], [-18.3488, -10.4283, 13.3410], [-9.5062, -8.9840, 12.9183], [-13.1028, -10.7578, 15.1667], [-10.5510, -4.1136, 16.6280], [-18.0713, -9.2592, 12.0918], [-15.4393, -9.5419, 17.8097], [-17.9154, -4.5261, 7.9156], [-16.3422, -7.5175, 12.2554], [-13.2486, -7.8432, 17.1915], [-14.8279, -11.0467, 15.0282], [-12.2213, -9.0155, 16.4092], [-10.4014, -11.6432, 9.6614], [-16.3311, -5.2960, 8.0619], [-16.4787, -7.5180, 18.8537], [-19.5567, -4.7215, 9.8266], [-13.1507, -9.4910, 17.8206], [-12.7916, -11.3317, 10.0582], [-20.1964, -5.7216, 11.9099], [-13.9639, -11.3209, 16.6362], [-12.9607, -4.1110, 17.2967], [-8.7347, -10.6266, 11.1410], [-16.6777, -3.7402, 8.8867], [-16.6510, -5.3212, 14.4371]],
  "lowdin_spin": [3.681, 0.011, 0.083, 0.010, 0.070, 0.013, 0.028, 0.033, -0.002, 0.045, 0.012, 0.001, 0.001, 0.006, 0.000, 0.002, 0.361, 0.000, 0.000, -0.004, 0.001, 0.003, 0.001, 0.000, 0.093, 0.000, 0.001, 0.000, 0.028, 0.005, 0.000, 0.026, 0.168, 0.003, 0.002, 0.013, 0.001, 0.237, 0.001, 0.022, 0.000, 0.000, 0.011, -0.003, 0.000, 0.009, -0.003, 0.001, 0.000, 0.000, 0.000, 0.001, 0.001, 0.000, 0.006, -0.001, 0.000, 0.000, 0.000, 0.000, 0.016, 0.000, 0.001, 0.000, 0.000, 0.001, 0.000, 0.000, 0.000, 0.008]
}

---

(4)
{
  "formula": "C44H29Cl2MoO5S6",
  "method": "wB97M-V/def2-TZVPD",
  "total_charge": 3,
  "homo_lumo_gap_ev": [5.043, 5.044],
  "max_force_ha_per_bohr": 0.02784,
  "homo_ev": [-15.24, -15.24],
  "total_energy_ha": -5447.01705,
  "species": ["Mo", "Cl", "Cl", "S", "S", "S", "S", "S", "S", "O", "O", "O", "O", "O", "C", "C", "C", "C", "C", "C", "C", "C", "C", "C", "C", "C", "C", "C", "C", "C", "C", "C", "C", "C", "C", "C", "C", "C", "C", "C", "C", "C", "C", "C", "C", "C", "C", "C", "C", "C", "C", "C", "C", "C", "C", "C", "C", "C", "H", "H", "H", "H", "H", "H", "H", "H", "H", "H", "H", "H", "H", "H", "H", "H", "H", "H", "H", "H", "H", "H", "H", "H", "H", "H", "H", "H", "H"],
  "coordinates": [[-0.6250, -0.2218, 0.1253], [0.4769, 0.7972, -4.2260], [-4.4706, -0.2644, -6.0610], [-3.4523, 2.1430, -0.1052], [2.7439, 0.4813, -0.1796], [0.7254, -0.2001, 2.9747], [-5.8736, 0.9552, -0.9273], [-4.1716, -1.5723, 2.5517], [-6.6548, -1.8273, 0.7555], [-7.4901, -1.0168, -1.6259], [-0.6779, 0.1428, -1.6385], [1.2186, 0.2099, 0.1900], [-0.5310, -0.5247, 2.0251], [-2.3572, -0.7397, -0.0793], [-0.9535, 0.3756, 5.1298], [5.1038, -0.3167, 3.6117], [1.7107, 4.2149, -1.2770], [-3.4127, -0.5048, -1.0013], [2.7571, 2.2090, -0.5418], [4.5490, 0.9795, 6.0333], [-5.3060, -1.5414, 1.5882], [1.0180, -1.0071, 5.4538], [0.9283, 1.5525, 2.7192], [-1.5777, 0.0748, -2.6675], [-0.1844, 2.4263, 2.6462], [2.9463, 4.8645, -1.3042], [2.2233, 1.9980, 2.5930], [3.6219, 0.3089, 1.3453], [-3.3585, -0.1216, -4.7638], [2.8711, 6.1684, 2.4438], [0.7394, -1.0732, 6.8091], [5.3602, -0.9740, 2.3869], [5.8344, -0.6390, 4.7844], [4.0077, 2.8090, -0.5913], [-2.8953, -0.2833, -2.4151], [3.9733, 5.2853, 2.4956], [2.4678, 3.4018, 2.5290], [4.0879, 4.1371, -0.9670], [-2.0532, 0.2652, -5.0127], [0.0428, 3.7603, 2.5102], [1.6030, 2.8844, -0.9121], [-3.7794, -0.3935, -3.4721], [3.8328, 1.3217, 4.9277], [-1.1638, 0.3503, -3.9589], [-6.6925, -0.6498, -0.8724], [-4.1667, 0.7889, -0.5717], [5.5650, -0.0094, 5.9610], [4.0904, 0.6833, 3.6798], [3.7800, 3.9339, 2.5246], [-0.3717, -0.4286, 7.3445], [0.1723, -0.2786, 4.6220], [3.0394, 6.3217, -1.6682], [-0.6483, -0.4669, 8.8215], [3.3456, 1.0025, 2.5170], [1.3623, 4.2863, 2.4837], [1.5955, 5.6807, 2.4255], [-1.2158, 0.2881, 6.4792], [4.6319, -0.6799, 1.2729], [4.8239, -1.1895, 0.3340], [2.3414, 6.5775, -2.4654], [3.0438, 7.2380, 2.4304], [4.9080, 2.2560, -0.3383], [4.0460, 6.5924, -1.9829], [4.9789, 5.6898, 2.5146], [-1.1945, 2.0478, 2.7018], [1.8903, -1.5095, 5.0466], [-0.2140, 0.4169, 9.2966], [0.6426, 2.3982, -0.9124], [-0.2046, -1.3444, 9.2886], [0.8175, 4.7607, -1.5619], [6.1407, -1.7256, 2.3462], [5.0587, 4.6193, -1.0021], [3.0696, 2.0893, 4.9888], [0.7465, 6.3541, 2.3859], [1.3956, -1.6371, 7.4609], [4.6307, 3.2625, 2.5690], [-2.0833, 0.7961, 6.8860], [-4.1019, -1.3474, -0.9996], [-1.7318, 0.4965, -6.0191], [-1.7175, -0.4553, 9.0288], [4.3517, 1.4710, 6.9781], [6.1365, -0.2510, 6.8482], [-1.6156, 0.9404, 4.4863], [2.7836, 6.9359, -0.7999], [-4.8118, -0.6871, -3.3110], [-0.7931, 4.4509, 2.4583], [6.6156, -1.3886, 4.7252]],
  "lowdin_charge": [1.818, 0.786, 0.781, 0.829, 1.243, 1.195, 1.039, 1.066, 1.072, 0.120, -0.316, -0.714, -0.673, -0.390, -0.053, -0.127, -0.006, -0.374, -0.389, -0.033, -1.080, -0.065, -0.322, -0.295, -0.074, -0.233, -0.145, -0.338, -0.634, -0.035, -0.003, 0.017, -0.002, -0.063, -0.124, -0.031, -0.107, -0.007, -0.075, 0.015, -0.064, -0.045, -0.012, -0.561, -0.774, -1.042, -0.026, -0.109, -0.009, -0.223, -0.398, -0.017, -0.018, -0.154, -0.139, -0.006, -0.004, -0.060, 0.120, 0.093, 0.123, 0.130, 0.091, 0.124, 0.093, 0.120, 0.104, 0.086, 0.092, 0.130, 0.137, 0.134, 0.126, 0.127, 0.132, 0.129, 0.130, 0.133, 0.129, 0.092, 0.121, 0.124, 0.103, 0.088, 0.115, 0.132, 0.130]
}